Entry 1:
{
  "formula": "C5H9NS2",
  "method": "wB97M-V/def2-TZVPD",
  "e_above_lowest_kcal_mol": 98.0,
  "lumo_energy_ev": [-0.25, -0.25],
  "species": ["C", "C", "C", "C", "C", "N", "S", "S", "H", "H", "H", "H", "H", "H", "H", "H", "H"],
  "xyz": [[-1.087, -0.655, 0.629], [-0.764, 0.844, 0.780], [1.088, -1.408, 0.399], [-1.390, 1.610, -0.361], [1.362, -1.463, -1.153], [0.696, 1.025, 0.927], [-2.286, -1.533, 0.993], [1.765, -0.246, 1.374], [-1.058, 1.281, 1.799], [0.935, -2.393, 0.894], [-2.523, 1.482, -0.452], [-1.074, 1.261, -1.318], [-1.214, 2.602, -0.207], [2.006, -0.538, -1.354], [0.509, -1.219, -1.758], [1.995, -2.292, -1.439], [1.041, 1.644, 0.247]]
}

=====

Entry 2:
{
  "formula": "C5H9NS2",
  "method": "wB97M-V/def2-TZVPD",
  "smiles": "CC1(C)CSC(S)=N1",
  "e_above_lowest_kcal_mol": 30.5,
  "lumo_energy_ev": 0.63,
  "species": ["C", "C", "C", "C", "S", "C", "S", "N", "H", "H", "H", "H", "H", "H", "H", "H", "H"],
  "xyz": [[1.176, 0.642, 1.255], [0.402, 0.128, -0.006], [1.149, 0.588, -1.268], [0.211, -1.503, 0.086], [-1.606, -1.679, -0.076], [-1.870, 0.111, -0.019], [-3.456, 0.773, 0.016], [-0.836, 0.903, -0.015], [1.050, 1.807, 1.314], [2.078, 0.173, 1.369], [0.427, 0.356, 2.129], [1.137, 1.659, -1.216], [0.610, 0.148, -2.185], [2.249, 0.437, -1.110], [0.702, -1.949, -0.774], [0.622, -2.138, 0.856], [-4.045, -0.455, -0.358]]
}

=====

Entry 3:
{
  "formula": "C5H9NS2",
  "method": "wB97M-V/def2-TZVPD",
  "s2": 2.006,
  "multiplicity": 3,
  "e_above_lowest_kcal_mol": 0.0,
  "lumo_energy_ev": [0.86, -2.51],
  "species": ["C", "C", "C", "C", "C", "N", "S", "S", "H", "H", "H", "H", "H", "H", "H", "H", "H"],
  "xyz": [[-0.818, -0.625, 0.170], [-0.958, 0.831, -0.169], [0.328, -0.841, 1.316], [-0.922, 1.083, -1.673], [1.592, -1.367, 0.665], [0.056, 1.611, 0.517], [-1.636, -1.854, -0.456], [0.484, 0.844, 1.991], [-1.934, 1.151, 0.230], [-0.047, -1.509, 2.087], [0.030, 0.752, -2.087], [-1.041, 2.146, -1.868], [-1.723, 0.536, -2.162], [1.940, -0.685, -0.110], [1.396, -2.336, 0.212], [2.377, -1.472, 1.411], [0.875, 1.737, -0.072]]
}

=====

Entry 4:
{
  "formula": "C5H9O3",
  "method": "wB97M-V/def2-TZVPD",
  "smiles": "[O-]/C(O)=C/CCCO",
  "charge": -1,
  "e_above_lowest_kcal_mol": 64.8,
  "lumo_energy_ev": 3.97,
  "species": ["O", "C", "O", "C", "C", "C", "C", "O", "H", "H", "H", "H", "H", "H", "H", "H", "H"],
  "xyz": [[0.758, -2.784, 1.624], [0.737, -1.573, 1.581], [1.474, -0.797, 2.516], [-0.019, -0.827, 0.607], [0.034, 0.683, 0.631], [-0.985, 1.093, -0.452], [-0.625, 0.676, -2.012], [0.674, 0.404, -2.238], [1.565, -1.405, 3.147], [-0.474, -1.387, -0.183], [1.031, 1.196, 0.370], [-0.138, 1.126, 1.563], [-0.992, 2.219, -0.472], [-1.927, 0.684, -0.039], [-1.028, -0.334, -2.260], [-1.073, 1.278, -2.861], [0.986, -0.252, -1.523]]
}

=====

Entry 5:
{
  "formula": "C5H9O7",
  "method": "wB97M-V/def2-TZVPD",
  "s2": 0.755,
  "multiplicity": 2,
  "e_above_lowest_kcal_mol": 68.6,
  "lumo_energy_ev": [-0.91, -0.86],
  "species": ["H", "C", "O", "C", "C", "C", "C", "O", "O", "O", "O", "O", "O", "H", "H", "H", "H", "H", "H", "H", "H"],
  "xyz": [[2.702, -0.482, 0.475], [0.711, 1.540, 1.355], [1.389, 1.892, 2.216], [-0.175, 0.238, 0.909], [-1.385, 0.242, 1.809], [-0.498, 0.474, -0.620], [-1.134, -0.791, -1.366], [-0.343, -1.953, -1.248], [0.866, -1.716, -2.083], [-1.197, 1.672, -0.846], [-2.695, 1.461, -0.575], [0.615, -0.879, 1.226], [1.941, -1.144, 0.337], [-2.019, 1.095, 1.513], [-1.945, -0.703, 1.732], [-0.989, 0.382, 2.835], [0.451, 0.592, -1.158], [-2.086, -1.000, -0.854], [-1.360, -0.554, -2.431], [1.513, -1.484, -1.348], [-3.089, 2.330, -0.840]]
}

=====

Entry 6:
{
  "formula": "C5H9O7",
  "method": "wB97M-V/def2-TZVPD",
  "s2": 0.755,
  "multiplicity": 2,
  "e_above_lowest_kcal_mol": 55.9,
  "lumo_energy_ev": [0.44, -1.35],
  "species": ["H", "O", "O", "C", "C", "C", "C", "C", "O", "O", "O", "H", "O", "O", "H", "H", "H", "H", "H", "H", "H"],
  "xyz": [[2.837, 2.982, 0.214], [2.388, 2.170, 0.521], [1.219, 2.175, -0.394], [1.268, 0.881, -0.926], [0.581, -0.228, -0.069], [-0.948, -0.400, -0.053], [-1.393, -1.842, -0.066], [-1.687, 0.439, -1.059], [-1.331, 1.467, -1.620], [-1.350, 0.216, 1.214], [-2.748, 0.227, 1.214], [1.884, -0.966, 2.681], [1.124, -0.012, 1.224], [1.300, -1.283, 1.960], [0.780, 1.025, -1.887], [2.310, 0.583, -1.137], [0.990, -1.139, -0.500], [-1.293, -2.299, -1.052], [-0.730, -2.370, 0.623], [-2.448, -1.870, 0.232], [-2.753, 0.245, -1.120]]
}